one) The following is a DFT calculation (the ωB97M-V functional and the def2-TZVPD basis) of an isolated molecule of C4H11N3.

The lowest unoccupied orbital energy comes out at 0.033 Ha. As for the SMILES: [H]/N=C(\N)NCCC.

Each line ends with the natural charge from an NBO analysis.
CARTESIAN COORDINATES (ANGSTROEM)
H (-0.839, 1.388, -2.945)  0.349
N (-0.378, 1.434, -2.046)  -0.838
C (0.004, 0.357, -1.477)  0.602
N (0.398, -0.826, -2.100)  -0.849
N (0.146, 0.378, -0.116)  -0.636
C (0.797, -0.544, 0.756)  -0.207
C (0.345, -0.254, 2.189)  -0.409
C (-1.180, -0.170, 2.347)  -0.610
H (0.350, -1.683, -1.574)  0.381
H (0.302, -0.898, -3.091)  0.394
H (-0.230, 1.284, 0.127)  0.418
H (0.484, -1.584, 0.475)  0.163
H (1.867, -0.732, 0.607)  0.197
H (0.784, 0.678, 2.558)  0.201
H (0.771, -0.920, 2.953)  0.212
H (-1.509, -0.219, 3.391)  0.213
H (-1.430, 0.858, 2.060)  0.208
H (-1.682, -0.982, 1.813)  0.210


two) The following is a DFT calculation (the ωB97M-V functional and the def2-TZVPD basis) of an isolated molecule of C4H11N3.

The lowest unoccupied orbital energy comes out at 0.034 Ha. As for the SMILES: C/N=C(\C)C(N)N.

Each line ends with the natural charge from an NBO analysis.
CARTESIAN COORDINATES (ANGSTROEM)
C (-2.514, -0.379, 0.300)  -0.443
N (-1.119, -0.750, 0.327)  -0.455
C (-0.188, 0.014, -0.100)  0.307
C (-0.258, 1.189, -1.018)  -0.705
C (1.126, -0.648, 0.241)  0.021
N (1.725, -0.053, 1.437)  -0.854
N (2.032, -0.657, -0.883)  -0.852
H (-2.721, 0.694, 0.259)  0.172
H (-3.012, -0.824, -0.564)  0.203
H (-2.986, -0.733, 1.218)  0.205
H (0.219, 0.944, -1.966)  0.255
H (-1.283, 1.498, -1.217)  0.224
H (0.287, 2.027, -0.578)  0.220
H (0.468, -1.636, 0.571)  0.256
H (1.707, 0.962, 1.409)  0.346
H (1.261, -0.361, 2.281)  0.370
H (2.610, 0.176, -0.874)  0.357
H (2.644, -1.463, -0.841)  0.373


three) The following is a DFT calculation (the ωB97M-V functional and the def2-TZVPD basis) of a cluster of 2 separate species, C4H11N3 in total.

The lowest unoccupied orbital energy comes out at 0.036 Ha. As for the SMILES: N/C=C/N.C=NC.

Each line ends with the natural charge from an NBO analysis.
CARTESIAN COORDINATES (ANGSTROEM)
N (1.094, 0.879, -0.564)  -0.852
C (1.120, -0.109, -1.573)  -0.064
C (1.348, -1.448, -1.503)  -0.103
N (1.773, -2.198, -2.648)  -0.843
H (0.472, 0.627, 0.265)  0.395
H (0.905, 1.839, -0.894)  0.374
H (0.992, 0.306, -2.649)  0.177
H (1.404, -2.018, -0.514)  0.174
H (1.986, -3.190, -2.459)  0.369
H (2.599, -1.772, -3.065)  0.367
C (-2.142, 1.502, 0.864)  -0.073
N (-1.578, 0.399, 1.302)  -0.396
C (-1.369, 0.343, 2.783)  -0.454
H (-2.344, 1.533, -0.203)  0.179
H (-2.383, 2.403, 1.424)  0.154
H (-2.132, -0.318, 3.200)  0.213
H (-1.383, 1.338, 3.236)  0.178
H (-0.363, -0.116, 2.997)  0.206


four) The following is a DFT calculation (the ωB97M-V functional and the def2-TZVPD basis) of a structure of composition C4H11N3.

The lowest unoccupied orbital energy comes out at 0.027 Ha.

Each line ends with the natural charge from an NBO analysis.
CARTESIAN COORDINATES (ANGSTROEM)
C (1.985, -0.660, -1.029)  -0.694
C (0.955, 0.247, -0.388)  0.521
N (0.461, -0.256, 0.934)  -0.788
N (0.974, 1.533, -0.416)  -0.680
H (0.915, -1.082, 1.306)  0.391
H (0.386, 0.495, 1.614)  0.407
H (1.525, 1.899, -1.186)  0.344
H (1.707, -1.713, -0.971)  0.221
H (2.116, -0.373, -2.071)  0.237
H (2.950, -0.540, -0.529)  0.232
C (-2.070, 0.806, 0.864)  -0.684
C (-1.380, -0.438, 0.364)  0.204
N (-1.198, -0.491, -0.988)  -0.874
H (-1.080, -1.444, -1.324)  0.323
H (-1.568, -1.355, 0.935)  0.153
H (-2.238, 0.770, 1.942)  0.198
H (-3.008, 0.944, 0.329)  0.246
H (-1.434, 1.659, 0.612)  0.243


Most favorable structure: one). The second most favorable one is 0.0393 hartree above it.


one) The following is a DFT calculation (the ωB97M-V functional and the def2-TZVPD basis) of a cluster of 2 separate species, C4H12NS2 in total.

As for the total charge: +1. The lowest unoccupied orbital energy comes out at -0.121 Ha.

Each line ends with the natural charge from an NBO analysis.
CARTESIAN COORDINATES (ANGSTROEM)
C (-2.211, 1.216, 0.087)  -0.687
C (0.742, 0.638, 0.039)  -0.444
C (-1.278, 0.311, -0.647)  -0.216
C (1.549, -0.407, -0.343)  -0.198
N (1.400, -1.492, 0.739)  -0.713
S (-1.494, -1.531, -0.359)  -0.103
S (3.393, -0.019, -0.430)  0.028
H (-2.320, 0.922, 1.096)  0.232
H (-1.977, 2.196, -0.114)  0.235
H (-3.292, 1.030, -0.194)  0.251
H (0.688, 0.915, 1.114)  0.224
H (0.800, 1.527, -0.563)  0.256
H (-1.186, 0.502, -1.778)  0.230
H (1.160, -0.754, -1.268)  0.258
H (1.741, -1.203, 1.596)  0.425
H (2.058, -2.331, 0.410)  0.462
H (0.399, -1.813, 0.859)  0.460
H (-2.124, -2.004, -1.365)  0.162
H (3.252, 0.996, 0.401)  0.138


two) The following is a DFT calculation (the ωB97M-V functional and the def2-TZVPD basis) of the ion C4H12NS2 with charge +1.

As for the total charge: +1. The lowest unoccupied orbital energy comes out at -0.134 Ha. As for the SMILES: C[C@H](S)C[C@H]([NH3+])S.

Each line ends with the natural charge from an NBO analysis.
CARTESIAN COORDINATES (ANGSTROEM)
C (2.091, -0.089, 1.528)  -0.624
C (1.237, -0.294, 0.263)  -0.352
S (1.893, 0.625, -1.127)  -0.063
C (-0.218, 0.202, 0.542)  -0.434
C (-1.445, -0.318, -0.303)  -0.165
N (-1.350, -0.006, -1.782)  -0.731
S (-3.017, 0.622, -0.114)  0.005
H (2.093, 0.949, 1.954)  0.229
H (3.101, -0.494, 1.415)  0.244
H (1.574, -0.650, 2.320)  0.226
H (1.233, -1.389, 0.023)  0.227
H (2.745, 1.285, -0.306)  0.171
H (-0.510, -0.046, 1.539)  0.241
H (-0.244, 1.229, 0.509)  0.220
H (-1.516, -1.454, -0.076)  0.263
H (-2.234, -0.306, -2.248)  0.462
H (-0.461, -0.304, -2.260)  0.447
H (-1.350, 1.045, -2.001)  0.457
H (-3.622, -0.607, 0.123)  0.177


Most favorable structure: two). The second most favorable one is 0.0658 hartree above it.